The following is a DFT calculation (ωB97M-V/def2-TZVPD) of C3H3CsNaO3 as an isolated structure.

⟨S²⟩: 0.76
Relative energy (zero: lowest compared OMol25 entry of this formula, charge and spin), kJ/mol: 308.0
Highest occupied orbital energy (spin up / spin down), eV: -17.83 / -17.87
Multiplicity: 2
Total charge: +2

Structure (XYZ):
```
11
Properties=species:S:1:pos:R:3:forces:R:3:mulliken_charge:R:1
C 0.9950 0.7695 -0.0753 -2.6 -1.2 -0.6 -0.0913
C 1.6188 1.0254 1.0196 0.2 -0.3 -2.0 -0.3283
H 2.5338 1.2783 0.3700 0.0 0.2 2.3 0.2800
H 1.2321 0.8100 -1.1460 -0.6 -0.1 0.6 0.3715
H 1.3511 0.8937 2.0673 0.6 0.3 -0.4 0.3483
C -1.0584 -0.9449 -0.5497 1.8 1.1 -0.7 0.8000
O -0.3549 -1.9563 -0.4936 -0.2 -0.6 0.2 -0.6398
O -2.0646 -0.9982 -1.3420 -0.6 -0.1 0.3 -0.2647
Na -0.0441 -4.0325 -1.2517 0.0 0.0 0.0 1.0450
O -0.7663 0.2128 -0.0424 1.4 0.7 0.2 -0.5196
Cs -3.4425 2.9423 1.4438 -0.1 0.1 0.0 0.9988
```
Positions in Å, forces in eV/Å.



The following is a DFT calculation (ωB97M-V/def2-TZVPD) of C3H3CsO3 as an isolated structure.

Relative energy (zero: lowest compared OMol25 entry of this formula, charge and spin), kJ/mol: 25.6
Highest occupied orbital energy, eV: -7.01
Multiplicity: 1

Structure (XYZ):
```
10
Properties=species:S:1:pos:R:3:forces:R:3:mulliken_charge:R:1
C 1.0079 0.2321 0.4034 2.5 -2.1 -1.5 0.6593
C -1.2683 0.6958 -0.0267 0.2 -0.8 1.9 -0.1836
O -0.1839 0.7423 0.8129 -1.3 2.2 0.8 -0.3118
O 1.0425 -1.0065 0.2341 -0.2 -0.2 0.2 -0.7158
C -2.0468 -0.3906 -0.0750 0.9 0.4 -3.1 -0.4975
H -1.5726 1.6581 -0.4422 0.4 -0.2 -0.4 0.3356
H -2.4299 -0.3441 -1.1405 -1.1 -0.5 1.6 0.2075
H -1.7353 -1.3422 0.3579 -0.1 0.4 0.0 0.2569
O 1.9827 0.9924 0.2103 -0.4 0.6 0.5 -0.7150
Cs 5.2037 -1.2374 -0.3341 -0.9 0.3 0.1 0.9643
```
Positions in Å, forces in eV/Å.



The following is a DFT calculation (ωB97M-V/def2-TZVPD) of C3H3CuLiO4 as an isolated structure.

Relative energy (zero: lowest compared OMol25 entry of this formula, charge and spin), kJ/mol: 84.9
Highest occupied orbital energy, eV: -14.20
Multiplicity: 1
Total charge: +1

Structure (XYZ):
```
12
Properties=species:S:1:pos:R:3:forces:R:3:mulliken_charge:R:1
H 0.9713 0.6927 -1.4107 -2.2 0.5 1.8 0.2546
C 1.7788 -0.7646 -0.6579 -0.8 -2.5 1.3 0.0783
C 0.8621 0.3477 -0.2847 2.1 1.2 -2.6 -0.2108
O -0.2707 -0.2177 0.2714 -0.3 -0.6 -0.3 -0.2481
C -1.4211 0.5278 0.4827 0.0 0.7 0.8 0.7876
O -1.4219 1.7294 0.1887 -0.2 0.0 -0.3 -0.7857
O -2.3194 -0.1058 1.0625 -0.3 -0.2 -0.2 -0.7986
O 1.6394 -1.8681 -0.1208 0.4 0.5 -0.8 -0.4281
Li -3.3217 1.6316 0.9074 0.5 -0.2 -0.1 0.8926
H 2.3217 -0.7010 -1.6216 0.6 0.2 0.8 0.3502
H 1.3027 1.1490 0.3261 -0.1 -0.2 -0.2 0.4150
Cu -0.1211 -2.4209 0.8569 0.2 0.7 -0.2 0.6931
```
Positions in Å, forces in eV/Å.



The following is a DFT calculation (ωB97M-V/def2-TZVPD) of C3H3DyO4 as an isolated structure.

⟨S²⟩: 12.02
Relative energy (zero: lowest compared OMol25 entry of this formula, charge and spin), kJ/mol: 0.0
Highest occupied orbital energy (spin up / spin down), eV: -13.09 / -13.68
Multiplicity: 7
Total charge: +1

Structure (XYZ):
```
11
Properties=species:S:1:pos:R:3:forces:R:3:mulliken_charge:R:1
O 1.7337 0.7432 -0.9095 0.1 0.4 0.3 -0.5166
C 1.6160 -0.4646 -0.7365 -0.5 -0.4 -0.2 0.2697
C 0.7353 -1.0001 0.3479 0.3 -0.6 -0.3 -0.4336
O 0.1438 -0.0124 1.0816 0.4 2.1 -0.1 -0.8177
Dy 0.6516 2.1856 0.7815 -0.6 -2.3 -0.3 1.3156
H 2.1040 -1.1758 -1.4287 0.0 0.2 0.2 0.4210
H 1.3824 -1.6940 0.9340 -0.2 0.2 0.0 0.3238
H 0.0142 -1.6791 -0.1646 0.2 0.2 0.1 0.2763
O -2.0812 1.7557 -0.5325 0.9 -0.3 0.1 -0.4265
C -2.7490 0.9788 0.0316 -1.8 0.3 0.5 0.8720
O -3.5507 0.3627 0.5952 1.1 -0.1 -0.5 -0.2840
```
Positions in Å, forces in eV/Å.



The following is a DFT calculation (ωB97M-V/def2-TZVPD) of a 2-piece molecular cluster, C3H3F overall.

Relative energy (zero: lowest compared OMol25 entry of this formula, charge and spin), kJ/mol: 572.3
Highest occupied orbital energy (spin up / spin down), eV: -11.24 / -9.12
Multiplicity: 1

Structure (XYZ):
```
7
Properties=species:S:1:pos:R:3:forces:R:3:mulliken_charge:R:1
C -2.4936 0.1332 1.6157 3.0 -1.5 2.4 -0.4149
C -3.3761 0.4757 0.8639 -3.7 2.3 -2.9 0.4717
C 0.0074 -0.1178 -0.2764 -0.3 0.0 0.2 -0.6638
F -4.3413 1.1838 0.3668 0.8 -0.9 0.4 -0.1655
H -0.4603 -0.1088 0.7136 0.5 0.0 -0.3 0.2176
H -0.2659 0.7080 -0.9498 0.4 -0.7 0.2 0.2884
H 0.6601 -0.9613 -0.5557 -0.6 0.7 0.0 0.2665
```
Positions in Å, forces in eV/Å.



The following is a DFT calculation (ωB97M-V/def2-TZVPD) of a 2-piece molecular cluster, C3H3F2I overall.

Relative energy (zero: lowest compared OMol25 entry of this formula, charge and spin), kJ/mol: 365.5
Highest occupied orbital energy (spin up / spin down), eV: -8.32 / -8.35
Multiplicity: 1

Structure (XYZ):
```
9
Properties=species:S:1:pos:R:3:forces:R:3:mulliken_charge:R:1
C 1.5096 0.8288 -0.3546 0.6 1.2 0.0 -0.4166
C 0.2082 0.8456 -0.1380 -1.1 -2.9 0.3 -0.2831
C -1.0550 -1.2645 0.3643 2.3 3.4 0.3 0.1650
F -1.9848 -1.3311 -0.5041 -1.3 -0.5 -1.8 -0.1637
F -0.1643 -2.2186 0.2643 -0.2 -0.3 0.3 -0.1808
I -1.2230 2.3349 -0.0446 0.4 0.0 0.2 0.0954
H 2.0437 1.8220 -0.2881 -0.4 -1.1 -0.4 0.2197
H 2.1359 -0.0603 -0.6165 -0.9 0.7 0.6 0.2355
H -1.4703 -0.9569 1.3175 0.6 -0.4 0.5 0.3286
```
Positions in Å, forces in eV/Å.



The following is a DFT calculation (ωB97M-V/def2-TZVPD) of a 2-piece molecular cluster, C3H3F2I overall.

Relative energy (zero: lowest compared OMol25 entry of this formula, charge and spin), kJ/mol: 481.0
Highest occupied orbital energy (spin up / spin down), eV: -7.80 / -8.90
Multiplicity: 1

Structure (XYZ):
```
9
Properties=species:S:1:pos:R:3:forces:R:3:mulliken_charge:R:1
C -1.4667 0.6985 -0.5531 -2.7 -1.0 -2.4 -0.0985
C -0.3935 1.3066 -0.1991 1.0 -0.2 1.4 -0.4889
C 1.1377 -1.1716 0.3246 2.5 0.8 0.4 0.1779
F 1.5537 -1.1074 1.5934 0.0 0.6 0.6 -0.2134
F 0.3437 -2.2104 0.2723 -0.4 -0.5 -1.1 -0.1828
I 0.6456 2.8813 0.4802 -0.1 -0.1 -0.5 0.2211
H -2.2374 1.0837 -1.3648 1.3 -0.3 1.8 0.2010
H -1.7095 -0.3728 -0.2667 0.6 1.2 -0.3 0.1946
H 2.1264 -1.1078 -0.2869 -2.1 -0.5 0.1 0.1890
```
Positions in Å, forces in eV/Å.



The following is a DFT calculation (ωB97M-V/def2-TZVPD) of one molecule with the formula C3H3F2NO.

Relative energy (zero: lowest compared OMol25 entry of this formula, charge and spin), kJ/mol: 52.5
Structure (SMILES): O=CNC=C(F)F
Highest occupied orbital energy, eV: -9.63
Multiplicity: 1

Structure (XYZ):
```
10
Properties=species:S:1:pos:R:3:forces:R:3:mulliken_charge:R:1
O 1.5020 -1.1747 -2.6544 -0.8 1.0 2.4 -0.5505
C 1.2310 -0.3321 -1.7805 0.9 -1.0 -3.4 0.0972
N 0.2589 -0.4003 -0.8471 -0.3 -1.0 1.7 -0.1142
C 0.0349 0.6691 0.0774 0.1 0.8 -2.5 -0.1462
C -0.6011 0.4791 1.1986 -2.0 0.5 2.1 0.3350
F -1.0102 -0.6977 1.6572 0.5 -0.3 -0.4 -0.2184
F -1.1694 1.4022 2.0164 1.2 -0.4 -1.1 -0.2327
H 1.7390 0.6316 -1.8987 -0.1 0.3 0.7 0.2691
H -0.0893 -1.3456 -0.5740 0.4 1.2 -0.6 0.2803
H 0.1496 1.6771 -0.3984 0.1 -1.0 1.1 0.2804
```
Positions in Å, forces in eV/Å.



Question: What is the formula in the fifth record?
Answer: C3H3F